Entry 1:
37
Properties=species:S:1:pos:R:3 method="wB97M-V/def2-TZVPD" total_charge=+1 gap_ev=9.20 relative_energy_kcal_mol=21.79
N -0.025 0.028 -0.806
C 0.644 -0.395 0.486
C 2.086 -0.870 0.143
C 3.131 0.246 0.313
C 2.407 -2.108 0.971
C 0.544 0.785 1.463
N -0.834 1.000 1.850
C -0.963 1.641 3.168
H -1.034 0.000 -0.635
H 0.153 -0.646 -1.555
H 0.284 0.960 -1.106
H -0.024 -1.164 0.864
H 2.163 -1.029 -0.942
H 3.433 0.427 1.352
H 2.880 1.180 -0.190
H 4.096 -0.078 -0.096
H 1.557 -2.773 0.906
H 2.410 -1.860 2.040
H 3.288 -2.649 0.651
H 1.166 0.429 2.283
H 1.074 1.658 1.064
H -1.309 1.504 1.116
H -0.324 1.066 3.832
H -0.628 2.671 3.148
H -2.003 1.676 3.449
H -0.544 3.386 -1.620
H -1.733 2.426 -1.684
O -0.842 2.522 -1.296
H -1.132 -2.095 -2.468
H -0.135 -2.338 -3.625
O -0.490 -1.640 -3.060
H -3.992 1.316 -1.441
H -3.168 0.321 -2.251
O -3.228 1.258 -2.026
H -3.214 -2.238 -2.207
H -2.962 -2.608 -0.685
O -2.731 -2.011 -1.405

=====

Entry 2:
51
Properties=species:S:1:pos:R:3 method="wB97M-V/def2-TZVPD" gap_ev=10.31 relative_energy_kcal_mol=1.78
C -2.225 -4.613 4.947
C -1.423 -3.433 4.462
O -1.676 -2.323 5.356
C -0.912 -1.264 5.194
O -0.023 -1.129 4.404
C -1.352 -0.101 6.113
F -1.443 1.020 5.393
F -2.519 -0.312 6.711
F -0.420 0.092 7.062
H -2.114 -4.814 6.012
H -1.933 -5.495 4.381
H -3.296 -4.444 4.802
H -1.708 -3.158 3.452
H -0.361 -3.665 4.541
C 0.090 3.577 0.073
C 0.055 2.864 1.416
O -0.638 1.599 1.267
C 0.067 0.494 1.424
O 1.222 0.394 1.708
C -0.848 -0.734 1.189
F -2.048 -0.605 1.768
F -1.049 -0.885 -0.135
F -0.274 -1.832 1.661
H 0.673 2.984 -0.630
H 0.483 4.575 0.262
H -0.915 3.664 -0.339
H -0.528 3.435 2.134
H 1.058 2.651 1.772
C -1.366 3.811 -4.102
O -0.248 3.138 -4.643
C 0.052 1.961 -3.941
C 1.225 1.284 -4.645
O 1.383 0.031 -4.012
C 2.615 -0.603 -4.368
C 2.618 -2.075 -4.023
O 2.526 -2.466 -2.687
C 1.608 -1.764 -1.861
H -2.273 3.214 -4.232
H -1.466 4.740 -4.657
H -1.182 4.025 -3.044
H -0.799 1.265 -3.962
H 0.339 2.189 -2.908
H 2.123 1.874 -4.413
H 1.024 1.185 -5.713
H 3.404 -0.077 -3.809
H 2.790 -0.497 -5.443
H 3.617 -2.401 -4.351
H 1.932 -2.621 -4.687
H 1.836 -0.697 -1.844
H 1.726 -2.173 -0.860
H 0.573 -1.885 -2.192

=====

Entry 3:
87
Properties=species:S:1:pos:R:3 method="wB97M-V/def2-TZVPD" total_charge=-1 gap_ev="4.99 / 4.99" relative_energy_kcal_mol=15.85
Tc 15.315 -10.189 1.265
N 16.195 -9.292 -2.919
C 16.292 -9.424 -1.566
S 16.444 -11.094 -0.959
N 16.416 -8.387 -0.843
N 16.609 -8.719 0.482
C 17.636 -8.289 1.090
C 18.223 -8.919 2.282
C 18.835 -8.095 3.265
C 19.276 -8.592 4.460
C 18.971 -9.903 4.803
C 18.416 -10.781 3.881
C 18.088 -10.285 2.620
O 17.409 -11.077 1.722
H 15.523 -9.875 -3.341
H 15.995 -8.308 -3.140
H 18.235 -7.550 0.562
H 18.850 -7.051 3.140
H 19.781 -7.973 5.157
H 19.300 -10.304 5.735
H 18.159 -11.773 4.202
C 12.387 -16.191 3.566
C 13.095 -16.330 2.244
C 13.225 -17.577 1.644
C 14.025 -17.803 0.516
C 14.604 -16.730 -0.172
C 14.387 -15.447 0.357
C 13.707 -15.253 1.573
N 13.611 -13.967 2.136
C 14.595 -13.023 1.872
N 15.825 -13.226 2.490
C 17.140 -13.464 1.853
C 17.950 -12.349 1.543
C 19.251 -12.514 1.004
C 19.679 -13.814 0.690
C 18.951 -14.900 1.135
C 17.648 -14.767 1.662
C 16.985 -15.972 2.238
N 14.253 -12.000 1.187
C 13.041 -12.143 0.349
C 13.208 -12.487 -0.976
C 12.098 -12.700 -1.803
C 10.828 -12.490 -1.314
C 10.650 -12.089 -0.003
C 11.748 -11.939 0.870
C 11.405 -11.508 2.289
H 12.249 -17.148 4.061
H 11.398 -15.733 3.468
H 12.957 -15.531 4.201
H 12.836 -18.480 2.076
H 14.079 -18.864 0.174
H 15.250 -16.852 -1.029
H 14.822 -14.619 -0.158
H 12.659 -13.615 2.231
H 15.651 -13.861 3.252
H 19.850 -11.647 0.820
H 20.659 -13.968 0.272
H 19.282 -15.880 0.978
H 17.374 -16.881 1.768
H 15.915 -16.037 2.100
H 17.195 -16.093 3.320
H 14.221 -12.667 -1.348
H 12.290 -12.958 -2.863
H 9.960 -12.554 -1.968
H 9.668 -11.820 0.380
H 11.331 -10.391 2.263
H 12.273 -11.693 2.941
H 10.462 -12.001 2.638
C 15.555 -8.877 5.108
C 14.500 -8.804 4.021
C 14.218 -7.440 3.441
C 13.200 -9.396 4.550
N 14.981 -9.585 2.813
H 15.208 -8.278 5.969
H 16.510 -8.464 4.743
H 15.703 -9.879 5.481
H 14.043 -6.733 4.274
H 13.380 -7.482 2.762
H 15.072 -7.135 2.790
H 12.874 -8.766 5.389
H 13.293 -10.391 5.003
H 12.400 -9.353 3.768
Se 9.181 -6.959 3.581
Sb 9.479 -7.257 1.235
Se 13.328 -9.062 0.090
Se 9.692 -5.392 -0.208
Se 7.502 -8.612 0.258

=====

Entry 4:
26
Properties=species:S:1:pos:R:3 method="wB97M-V/def2-TZVPD" multiplicity=5 gap_ev="5.48 / 5.74" relative_energy_kcal_mol=5.10
Pt 1.460 0.081 -0.134
F -3.024 0.455 3.729
C -3.123 0.647 2.397
F -4.423 0.464 2.077
F -2.841 1.939 2.163
C -2.260 -0.319 1.651
C -2.642 -1.712 1.715
C -1.821 -2.625 1.054
C -0.704 -2.249 0.337
N -0.366 -0.910 0.256
C -1.135 0.017 0.938
S -0.374 1.541 0.769
H -3.517 -2.017 2.266
H -2.057 -3.682 1.101
H -0.059 -2.950 -0.166
Cl 3.023 -0.944 1.292
C 3.422 2.389 -1.133
O 2.761 1.646 -2.194
C 1.914 0.712 -1.924
C 1.370 0.091 -3.163
H 4.369 1.897 -0.931
H 2.806 2.404 -0.239
H 3.574 3.388 -1.526
H 1.773 0.536 -4.071
H 0.283 0.178 -3.134
H 1.593 -0.978 -3.130

=====

Entry 5:
33
Properties=species:S:1:pos:R:3 method="wB97M-V/def2-TZVPD" multiplicity=2 total_charge=+1 gap_ev="5.08 / 2.74" relative_energy_kcal_mol=15.66
Hg -1.849 1.809 1.529
N 4.345 -1.219 -1.566
C 4.389 -2.573 -1.723
C 5.508 -3.310 -2.147
C 5.616 -4.657 -1.946
C 4.490 -5.404 -1.571
C 3.287 -4.814 -1.176
C 2.200 -5.471 -0.651
C 1.114 -4.704 -0.203
C 1.217 -3.331 -0.178
N 2.284 -2.698 -0.634
C 3.257 -3.361 -1.219
H 4.851 -0.643 -2.211
H 3.463 -0.847 -1.254
H 6.314 -2.835 -2.650
H 6.562 -5.244 -2.103
H 4.619 -6.475 -1.399
H 2.136 -6.583 -0.464
H 0.167 -5.154 0.075
H 0.380 -2.659 0.067
N -6.028 7.153 2.007
C -5.296 6.032 1.722
C -5.737 4.827 2.325
C -5.065 3.683 1.970
N -3.983 3.659 1.208
C -3.330 4.804 0.922
C -3.959 5.966 1.143
H -6.984 6.913 2.265
H -5.749 8.089 1.793
H -6.751 4.772 2.736
H -5.548 2.692 2.072
H -2.360 4.677 0.411
H -3.560 6.906 0.848

=====

Entry 6:
42
Properties=species:S:1:pos:R:3 method="wB97M-V/def2-TZVPD" gap_ev=10.45 relative_energy_kcal_mol=67.50
C 3.832 -1.182 3.384
C 2.350 -0.825 3.819
C 1.930 -1.498 5.172
O 2.200 0.540 4.049
H 3.990 -2.236 3.157
H 4.606 -0.946 4.114
H 4.040 -0.614 2.478
H 1.622 -1.179 3.089
H 0.847 -1.459 5.290
H 2.292 -1.069 6.106
H 2.198 -2.549 5.287
H 2.122 0.966 3.192
C -3.000 4.863 -3.842
O -2.854 3.800 -4.730
H -3.662 4.639 -3.005
H -2.019 5.129 -3.449
H -3.395 5.758 -4.324
H -2.792 4.170 -5.613
C 3.695 3.676 -0.862
O 2.390 3.330 -0.367
H 3.475 4.177 -1.805
H 4.304 4.315 -0.223
H 4.355 2.809 -0.912
H 1.914 2.826 -1.031
C -2.305 -1.636 -2.302
O -1.769 -0.327 -2.207
H -3.136 -1.810 -2.985
H -1.494 -2.266 -2.668
H -2.628 -1.805 -1.275
H -2.186 0.216 -2.880
C 0.697 -7.376 -4.227
O 1.334 -7.977 -3.130
H 1.341 -6.587 -4.615
H 0.615 -8.027 -5.097
H -0.314 -7.035 -4.001
H 2.266 -7.954 -3.357
C -4.314 2.635 2.995
O -5.131 1.817 3.815
H -4.497 2.459 1.935
H -4.306 3.695 3.252
H -3.297 2.270 3.134
H -5.320 2.269 4.640

=====

Entry 7:
90
Properties=species:S:1:pos:R:3 method="wB97M-V/def2-TZVPD" total_charge=+1 gap_ev=3.47
C 3.472 -2.525 0.081
C 2.231 -3.336 0.587
C 1.128 -3.550 -0.502
C -0.296 -3.338 0.128
C -0.603 -1.779 0.214
C -1.108 -1.382 1.620
P -2.616 -0.268 1.781
N -3.690 -1.577 2.317
C -4.949 -1.443 2.407
C -5.784 -2.724 2.063
C -5.824 -0.236 2.791
C -1.563 1.382 1.472
Br 0.328 1.400 0.959
C -2.097 2.606 1.568
C -3.567 2.895 1.862
Br -1.049 4.241 1.287
C -3.483 0.058 0.162
C -2.627 0.799 -0.962
C -4.230 -1.098 -0.604
C -3.694 -2.550 -0.576
C -2.668 0.351 3.611
Cl -1.044 1.072 4.160
C -2.840 -0.794 4.734
C -1.772 -1.906 4.778
Cl -2.620 0.125 6.347
H 3.875 -1.851 0.866
H 4.310 -3.201 -0.192
H 3.189 -1.914 -0.801
H 2.607 -4.345 0.864
H 1.822 -2.871 1.508
H 1.154 -4.570 -0.939
H 1.322 -2.832 -1.324
H -0.999 -3.773 -0.617
H -0.386 -3.847 1.103
H -1.214 -1.554 -0.671
H 0.391 -1.308 0.043
H -0.281 -1.063 2.284
H -1.471 -2.316 2.102
H -6.398 -2.568 1.155
H -5.126 -3.602 1.966
H -6.511 -2.845 2.900
H -5.906 0.420 1.894
H -6.867 -0.563 2.988
H -5.507 0.315 3.694
H -4.191 2.019 2.085
H -3.615 3.659 2.666
H -3.990 3.399 0.962
H -4.294 0.794 0.367
H -3.027 0.591 -1.979
H -2.732 1.901 -0.897
H -1.574 0.481 -1.012
H -5.276 -1.127 -0.208
H -4.434 -0.873 -1.671
H -3.078 -2.858 0.282
H -3.075 -2.721 -1.489
H -4.522 -3.287 -0.659
H -3.449 1.090 3.851
H -3.865 -1.170 4.842
H -2.203 -2.825 4.322
H -0.799 -1.678 4.321
H -1.582 -2.164 5.838
C 3.236 2.874 -1.234
C 3.146 2.446 -2.718
C 3.128 0.908 -2.814
C 4.483 0.264 -2.524
C 5.582 0.869 -3.398
C 5.648 2.408 -3.336
N 4.288 3.027 -3.508
O 4.004 2.994 -4.665
C 6.272 2.861 -1.997
C 6.651 2.905 -4.390
C 1.786 2.998 -3.178
H 2.249 2.889 -0.773
H 3.829 2.195 -0.625
H 3.645 3.881 -1.128
H 2.804 0.602 -3.816
H 2.383 0.514 -2.118
H 4.741 0.366 -1.467
H 4.420 -0.809 -2.718
H 6.548 0.453 -3.107
H 5.412 0.551 -4.433
H 6.225 3.947 -1.889
H 7.322 2.578 -1.952
H 5.809 2.412 -1.122
H 6.416 2.553 -5.395
H 7.651 2.539 -4.160
H 6.696 3.996 -4.410
H 1.766 4.089 -3.112
H 0.990 2.612 -2.543
H 1.534 2.712 -4.199

=====

Entry 8:
17
Properties=species:S:1:pos:R:3 method="wB97M-V/def2-TZVPD" gap_ev=9.11 relative_energy_kcal_mol=76.72
C -4.590 0.151 0.358
C -3.388 0.248 -0.254
C -2.160 0.861 0.303
H -5.569 0.330 -0.086
H -4.671 -0.243 1.363
H -3.595 -0.037 -1.290
H -1.957 1.890 -0.037
H -1.202 0.369 0.110
H -2.265 0.975 1.387
C 2.712 -0.690 -0.921
C 3.757 -1.101 -0.166
N 4.488 -0.143 0.564
H 2.721 0.394 -0.926
H 1.887 -1.187 -1.379
H 4.195 -2.067 -0.380
H 5.303 -0.577 0.953
H 4.335 0.828 0.400

=====

Entry 9:
13
Properties=species:S:1:pos:R:3 method="wB97M-V/def2-TZVPD" multiplicity=3 gap_ev="8.00 / 7.22"
C -1.531 -1.620 -0.598
C 0.369 -0.802 0.522
C 0.589 1.865 -0.827
N 0.828 0.014 1.513
O -0.931 -2.415 -1.247
O 2.009 0.051 1.949
O 0.017 0.882 1.930
O -0.945 -0.754 0.266
Br 0.399 2.948 0.598
Br -0.738 1.322 -2.027
H -2.596 -1.594 -0.771
H 1.035 -1.423 0.060
H 1.495 1.526 -1.367

=====

Entry 10:
15
Properties=species:S:1:pos:R:3 method="wB97M-V/def2-TZVPD" gap_ev=9.08 relative_energy_kcal_mol=204.51
C -0.027 1.188 0.359
C -0.527 -1.685 -0.364
C 0.671 -0.681 -0.451
C 0.872 0.050 0.857
H -1.667 1.209 -0.750
H -2.762 -0.895 0.693
H -0.674 -1.874 -1.338
H -0.461 -2.385 0.504
H 0.684 -0.245 -1.462
H 2.495 -0.125 -0.335
H 0.354 -0.409 1.783
N -1.469 0.694 0.249
N -1.624 -0.640 -0.015
N 2.033 -0.887 0.107
O 0.440 2.165 -0.485

=====

Entry 11:
20
Properties=species:S:1:pos:R:3 method="wB97M-V/def2-TZVPD" total_charge=+2 gap_ev=9.82 relative_energy_kcal_mol=97.25
C -1.066 -0.714 1.744
C -0.528 -1.242 0.388
C 0.840 -0.785 0.074
N 2.702 1.212 -1.656
C 1.428 1.510 -1.519
N 0.398 0.676 -1.228
N -2.490 -0.302 1.442
H -0.854 -1.410 2.544
H -0.545 0.220 1.966
H -1.114 -0.851 -0.419
H -0.469 -2.333 0.369
H 1.254 -1.344 -0.778
H 1.505 -0.005 0.456
H 3.272 1.725 -2.315
H 3.206 0.703 -0.936
H 1.116 2.519 -1.887
H -0.179 0.940 -2.054
H -2.366 0.398 0.689
H -3.008 -1.048 0.980
H -3.101 0.132 2.140

=====

Entry 12:
53
Properties=species:S:1:pos:R:3 method="wB97M-V/def2-TZVPD" multiplicity=5 total_charge=+3 gap_ev="7.85 / 4.97" relative_energy_kcal_mol=6.14
Pd 1.513 0.417 2.245
C -1.173 0.289 4.484
C -0.168 1.143 3.787
C 1.067 1.457 4.398
C 2.000 2.290 3.764
C 1.724 2.831 2.490
C 0.488 2.560 1.876
C -0.438 1.724 2.514
H -0.712 -0.588 4.938
H -1.976 -0.024 3.821
H -1.617 0.872 5.298
H 1.269 1.067 5.388
H 2.928 2.540 4.264
H 2.433 3.494 2.011
H 0.241 3.012 0.925
H -1.404 1.547 2.057
C 3.427 0.262 -0.312
O 2.395 -0.445 0.426
C 2.734 -1.814 0.758
C 3.595 -1.844 1.989
O 2.855 -1.153 3.022
C 3.642 -1.008 4.232
H 3.673 -0.310 -1.205
H 4.317 0.403 0.300
H 3.009 1.224 -0.593
H 3.219 -2.295 -0.092
H 1.783 -2.315 0.948
H 4.554 -1.341 1.845
H 3.780 -2.873 2.303
H 3.998 -1.990 4.537
H 2.988 -0.612 5.002
H 4.486 -0.341 4.051
C -4.626 -0.538 -6.209
C -3.753 -0.449 -5.014
C -4.294 -0.525 -3.710
C -3.498 -0.482 -2.599
C -4.089 -0.540 -1.222
C -2.084 -0.369 -2.796
Te -0.863 -0.541 -1.169
C -1.511 -0.235 -4.099
C -0.039 -0.050 -4.323
C -2.360 -0.285 -5.172
H -5.674 -0.662 -5.954
H -4.307 -1.376 -6.836
H -4.508 0.359 -6.825
H -5.366 -0.625 -3.598
H -5.152 -0.765 -1.264
H -3.975 0.420 -0.713
H -3.623 -1.321 -0.613
H 0.535 0.001 -3.394
H 0.147 0.877 -4.866
H 0.367 -0.869 -4.918
H -1.957 -0.203 -6.175

=====

Values of DFT total energy, in order: -653.8620; -1673.6908; -12101.9037; -1755.4862; -914.0535; -772.8867; -7693.2882; -251.7403; -5619.5837; -395.8225; -323.7380; -1324.7387, all in a.u..